1.
A molecular structure, C4H8N4 at a distorted geometry. Source: OMol25; level of theory: ωB97M-V with the def2-TZVPD basis set.

```
16
Properties=species:S:1:pos:R:3:forces:R:3
C -0.74567 -1.09469 -1.12856 -0.1191 0.5789 0.7475
C 0.42701 -0.65551 -1.75169 2.4803 -0.3637 0.6384
C 1.25095 0.16951 -1.02298 0.8357 1.9357 -1.3333
C 1.33508 1.82977 1.94034 -1.6844 -2.3076 -1.1947
H -2.11339 -1.63872 1.37818 -2.9479 2.9643 -3.3277
H -3.43245 -1.15379 -0.50310 4.1974 0.6598 2.8926
H -1.49863 -1.43835 -1.84837 -0.4353 -0.1872 0.8192
H 0.85044 -1.08562 -2.66688 -0.6790 0.4130 0.1908
H 2.09669 0.71711 -1.62542 -1.4333 -1.1343 1.7492
H 0.24241 0.02092 0.76288 0.9308 1.2967 -0.4738
H 0.42329 1.11749 2.45725 2.7478 2.2245 -1.3490
H 1.87316 2.52535 2.49389 0.5300 1.2294 1.0254
N -2.44042 -0.73223 0.41812 0.6620 -4.3599 2.8422
N -0.94527 -0.83635 0.15226 -4.1278 -0.7589 -4.0206
N 0.98212 0.62004 0.25121 -0.0527 -2.9349 -3.6856
N 1.69469 1.63508 0.69288 -0.9045 0.7440 4.4797
```
Positions in Å, forces in eV/Å.

Calculated values
relative energy (zero: lowest compared OMol25 entry of this formula, charge and spin) = 8.136 eV

Mulliken population analysis, charges in e, atoms 1 to 4: C -0.0132; C -0.6360; C 0.0244; C -0.2997

***

2.
A single C4H8N4 molecule. Source: OMol25; level of theory: ωB97M-V with the def2-TZVPD basis set.

```
16
Properties=species:S:1:pos:R:3:forces:R:3
N -0.91067 -0.05764 -0.18851 -0.3433 -0.4025 -0.2317
C 0.10454 -0.94207 0.07269 -0.0851 -0.7635 -0.3992
N -2.08895 -0.59750 -0.73755 -0.2441 0.0317 -0.2568
C -0.95909 1.29587 0.06524 0.1326 0.8082 0.2598
C 2.32720 -0.21361 -0.07587 -0.1180 -0.0048 -0.4083
C -0.10257 2.04293 0.76064 -0.1690 0.0553 -0.0737
N 1.29474 -0.46592 0.58778 0.2782 0.1347 0.8542
N -0.13262 -2.17907 -0.12295 -0.1071 -0.4329 -0.1915
H -1.82096 -1.28766 -1.44439 -0.0215 0.2397 0.3820
H -2.60267 -1.11047 -0.01953 0.3151 0.0227 -0.0825
H 0.65154 -2.78832 0.07220 0.1854 0.2435 0.1081
H -1.85283 1.72339 -0.36960 0.0778 0.0449 -0.0307
H 3.23119 0.04361 0.45586 0.1979 0.1394 0.1223
H 2.37454 -0.21636 -1.16540 -0.0766 -0.1522 -0.1108
H 0.76802 1.65399 1.24609 0.1591 -0.0912 0.1220
H -0.28141 3.09882 0.86329 -0.1812 0.1270 -0.0633
```
Positions in Å, forces in eV/Å.

Calculated values
relative energy (zero: lowest compared OMol25 entry of this formula, charge and spin) = 2.485 eV

Mulliken population analysis, charges in e, atoms 1 to 4: N 0.2599; C 0.5354; N -0.8349; C 0.1024

***

3.
A single C4H8N4 molecule at a distorted geometry. Source: OMol25; level of theory: ωB97M-V with the def2-TZVPD basis set.

```
16
Properties=species:S:1:pos:R:3:forces:R:3
C -2.73694 -0.98880 -0.06897 -0.4328 0.5901 2.0890
C -0.43944 -0.48710 0.23280 -1.2946 -1.6952 2.2492
C 0.72211 1.59063 -0.00750 0.1396 0.8235 -0.2837
C 2.09418 -1.66791 -0.02118 -0.7268 1.0369 0.8622
H -2.54082 -1.87978 0.55409 0.0574 0.1371 -0.0207
H -3.21323 -1.35160 -0.97671 0.2487 0.4440 -0.2760
H -3.49323 -0.35157 0.51639 0.9838 -0.8545 -1.0148
H -0.38423 -1.27054 1.06156 -0.0669 0.3411 -1.1609
H 1.72474 1.99607 -0.15690 -0.0028 0.0112 0.0480
H -0.13262 3.27598 0.08504 -0.1140 -0.9621 -0.2594
H 3.09962 -1.97787 -0.24483 0.0473 -0.4842 -0.1613
H 1.38212 -2.37634 0.53537 0.9640 1.1721 -1.1895
N -1.54796 -0.18224 -0.28327 0.7431 -0.1838 -1.1600
N 0.77796 0.21034 0.13095 -1.4885 0.6914 -0.8148
N -0.35614 2.26027 0.06506 0.7997 0.7227 0.4374
N 1.94303 -0.39484 -0.22487 0.1429 -1.7904 0.6553
```
Positions in Å, forces in eV/Å.

Calculated values
relative energy (zero: lowest compared OMol25 entry of this formula, charge and spin) = 3.080 eV

Mulliken population analysis, charges in e, atoms 1 to 4: C -0.7299; C -0.1773; C -0.1131; C -0.2132

***

4.
2 unconnected molecules or ions with the total composition C4H8N4 at a distorted geometry. Source: OMol25; level of theory: ωB97M-V with the def2-TZVPD basis set.

```
16
Properties=species:S:1:pos:R:3:forces:R:3
C -3.10684 0.26701 0.05317 -0.3511 -2.3340 -0.7830
C -0.49104 -0.28552 -0.10774 -0.8794 4.9859 3.2466
C 2.76936 -0.64686 0.55999 -0.4489 -0.5340 2.4838
C 2.82189 0.48251 -0.52223 0.6618 -1.0046 2.7370
H -4.74078 -0.71378 -0.44227 3.5195 -0.7293 1.2561
H -3.80901 1.11906 0.05839 1.1605 0.1885 0.1399
H -1.52487 1.93872 -0.05039 -0.4704 -5.5501 1.5187
H -0.77908 -1.19981 -0.51128 0.2552 -1.6112 -1.0749
H 3.43489 -1.59874 0.47817 -1.3734 1.8592 0.3021
H 2.20641 -0.39095 1.69026 2.6541 -0.6070 -3.1163
H 3.53539 0.22854 -1.37953 -1.1897 1.0929 1.3913
H 2.69414 1.48466 0.13827 0.2176 -2.1355 -2.6780
N -3.64569 -0.91407 -0.15578 -1.5667 2.6783 -0.7169
N -1.71272 0.51498 0.30415 0.6816 4.4045 -1.9291
N 0.64550 0.25797 0.27077 -2.8561 -2.8388 -2.4016
N 1.70243 -0.54371 -0.38394 -0.0146 2.1351 -0.3758
```
Positions in Å, forces in eV/Å.

Calculated values
relative energy (zero: lowest compared OMol25 entry of this formula, charge and spin) = 7.472 eV

Mulliken population analysis, charges in e, atoms 1 to 4: C 0.1606; C -0.1653; C -0.3599; C -0.4275

***

| no. | total energy (a.u.) | highest occupied orbital energy (eV) | LUMO energy (eV) |
| --- | --- | --- | --- |
| 1 | -375.94947 | -7.80 | 0.361 |
| 2 | -376.15715 | -8.23 | 0.768 |
| 3 | -376.13527 | -8.81 | 0.888 |
| 4 | -375.97389 | -9.11 | -0.134 |